[1]
{
  "formula": "C3H5NO2S2",
  "method": "ωB97M-V/def2-TZVPD",
  "max_force_ha_per_bohr": 0.059,
  "s_squared": 2.027,
  "spin_multiplicity": 3,
  "charge": 0,
  "orbital_gap_ev": [7.31, 7.22],
  "symbols": ["C", "C", "C", "N", "O", "O", "S", "S", "H", "H", "H", "H", "H"],
  "positions_angstrom": [[-0.14, -1.53, -0.93], [-0.47, -0.43, -0.23], [0.46, 0.66, -0.05], [0.09, 1.66, 0.81], [2.89, -0.03, 0.64], [2.32, 2.30, -0.37], [4.17, -1.03, 0.39], [2.15, 0.92, -0.71], [-0.97, -2.07, -1.30], [0.76, -1.71, -1.44], [-1.46, -0.40, 0.29], [0.73, 2.38, 0.81], [-0.76, 1.74, 1.28]]
}



[2]
{
  "formula": "C3H5NO3",
  "method": "ωB97M-V/def2-TZVPD",
  "max_force_ha_per_bohr": 0.032,
  "charge": 0,
  "orbital_gap_ev": 10.51,
  "smiles": "O=CNCC(=O)O",
  "symbols": ["O", "C", "N", "C", "C", "O", "O", "H", "H", "H", "H", "H"],
  "positions_angstrom": [[2.26, -1.69, -0.92], [1.40, -0.86, -0.90], [1.24, 0.02, 0.15], [0.06, 0.78, 0.38], [-1.19, -0.06, 0.28], [-1.23, -1.25, 0.16], [-2.28, 0.72, 0.41], [0.67, -0.64, -1.70], [2.10, 0.07, 0.67], [0.07, 1.12, 1.42], [-0.05, 1.65, -0.27], [-3.07, 0.14, 0.33]]
}



[3]
{
  "formula": "C3H5NO3",
  "method": "ωB97M-V/def2-TZVPD",
  "max_force_ha_per_bohr": 0.172,
  "charge": 0,
  "orbital_gap_ev": 10.61,
  "symbols": ["C", "C", "C", "H", "H", "H", "H", "H", "N", "O", "O", "O"],
  "positions_angstrom": [[-2.35, 0.74, -0.27], [0.50, -1.01, 0.57], [2.26, 0.43, -0.33], [-2.72, -0.28, -0.72], [-3.49, 1.60, -0.13], [0.47, -2.08, 0.42], [0.81, -0.43, 1.46], [3.19, 0.18, -1.23], [-1.22, 0.69, 0.19], [-0.73, -0.78, 0.05], [1.42, -0.59, -0.41], [1.87, 1.53, 0.40]]
}



[4]
{
  "formula": "C3H5NO3",
  "method": "ωB97M-V/def2-TZVPD",
  "max_force_ha_per_bohr": 0.039,
  "s_squared": 2.015,
  "spin_multiplicity": 3,
  "charge": 0,
  "orbital_gap_ev": [9.83, 7.49],
  "symbols": ["C", "C", "C", "N", "O", "O", "O", "H", "H", "H", "H", "H"],
  "positions_angstrom": [[-0.35, -0.29, -0.07], [0.63, 0.81, 0.04], [1.89, -0.09, -0.04], [0.03, -1.47, -0.10], [1.40, -1.46, -0.03], [-3.39, -0.02, 0.48], [-2.59, 0.48, -0.47], [0.55, 1.52, -0.78], [0.53, 1.33, 0.99], [2.45, 0.05, -0.97], [2.56, 0.03, 0.81], [-3.71, -0.89, 0.16]]
}



The following relative energy (zero: lowest compared OMol25 entry of this formula, charge and spin) values (in kcal/mol) correspond, in order, to the records above: 5.7, 17.6, 176.9, 91.8.